{
  "formula": "C24H19ClCoIN6O3S3Se",
  "method": "wB97M-V/def2-TZVPD",
  "symbols": ["Co", "O", "C", "C", "C", "C", "C", "C", "C", "O", "N", "N", "C", "S", "C", "C", "S", "H", "H", "H", "H", "H", "H", "H", "H", "H", "Cl", "C", "C", "C", "I", "C", "O", "C", "N", "C", "C", "C", "C", "H", "H", "H", "H", "Se", "C", "N", "C", "N", "C", "C", "N", "C", "S", "H", "H", "H", "H", "H", "H"],
  "positions_angstrom": [[0.37, -0.33, -0.79], [2.10, -5.27, 0.77], [1.79, -5.42, -0.53], [2.02, -6.67, -1.11], [1.73, -6.90, -2.44], [1.19, -5.88, -3.23], [0.97, -4.64, -2.67], [1.26, -4.39, -1.32], [1.00, -3.03, -0.80], [0.64, -2.12, -1.62], [1.18, -2.86, 0.50], [0.94, -1.55, 0.90], [1.17, -1.40, 2.14], [1.00, 0.13, 2.96], [0.92, -0.62, 4.61], [1.93, -1.75, 4.63], [1.70, -2.75, 3.14], [1.86, -4.34, 1.01], [2.43, -7.45, -0.47], [1.91, -7.88, -2.86], [0.96, -6.07, -4.27], [0.56, -3.83, -3.25], [-0.08, -0.99, 4.79], [1.16, 0.16, 5.33], [1.78, -2.41, 5.49], [2.95, -1.37, 4.66], [-3.23, 2.62, -5.97], [-2.69, 1.98, -4.44], [-3.54, 1.99, -3.38], [-3.13, 1.48, -2.13], [-4.46, 1.52, -0.52], [-1.87, 0.96, -1.92], [-1.45, 0.48, -0.79], [-0.99, 0.96, -3.06], [0.25, 0.45, -2.84], [1.11, 0.42, -3.82], [0.81, 0.90, -5.11], [-0.43, 1.42, -5.35], [-1.38, 1.47, -4.31], [-4.54, 2.39, -3.49], [2.08, 0.00, -3.60], [1.56, 0.85, -5.88], [-0.69, 1.79, -6.33], [-1.05, 2.72, 1.06], [0.47, 3.36, 1.85], [1.48, 3.66, 2.34], [3.89, -0.82, -0.22], [3.96, 0.39, 0.59], [4.96, 0.68, 1.51], [4.69, 1.88, 2.05], [3.53, 2.33, 1.46], [3.08, 1.42, 0.57], [1.64, 1.64, -0.31], [4.89, -1.06, -0.58], [3.24, -0.62, -1.07], [3.49, -1.65, 0.36], [5.78, 0.00, 1.69], [5.22, 2.46, 2.79], [2.99, 3.17, 1.68]],
  "e_above_lowest_kcal_mol": 8.8,
  "total_charge": 0,
  "gap_ev": [7.6, 5.0],
  "multiplicity": 5
}